(1)
The following is a quantum chemistry calculation of a structure of composition C33H46N3O7PPbSSi3, from the OMol25 dataset.

The value obtained for the energy relative to the best compared isomer or geometry (same formula, charge and spin) is 0.0 kcal per mole. For the LUMO energy, the calculation gives 3.61 eV. The max |F| is 0.048 Eh/bohr.

```
! RIJCOSX wB97M-V def2-TZVPD def2/J DEFGRID3
* xyz -2 1
Pb 0.066 -0.602 0.075
S -1.703 -3.802 3.546
C -2.369 -2.221 3.597
C -1.825 -1.379 2.681
C -0.857 -1.990 1.770
C -0.707 -3.303 2.147
C 0.210 -4.273 1.609
C -0.100 -5.643 1.571
C 0.813 -6.536 1.076
C 2.109 -6.103 0.784
C 2.345 -4.718 0.842
N 1.451 -3.858 1.264
H -3.084 -1.938 4.376
H -2.134 -0.312 2.648
H -1.125 -5.944 1.895
H 0.545 -7.581 0.935
H 2.906 -6.777 0.476
H 3.316 -4.312 0.537
C 2.227 1.630 -2.519
Si 2.527 2.493 -0.890
C 3.275 4.126 -1.375
C 3.963 1.619 -0.049
C 0.945 2.779 0.093
Si -0.157 4.038 -0.696
C -0.289 5.705 0.197
C 0.278 4.610 -2.460
C -1.972 3.588 -0.894
Si 0.728 2.867 1.898
C -0.980 2.722 2.627
C 1.448 4.303 2.848
C 1.607 1.419 2.820
C 2.354 1.619 3.963
C 3.043 0.571 4.576
C 2.909 -0.711 4.048
C 2.152 -0.861 2.889
N 1.521 0.187 2.306
H 2.035 2.278 -3.394
H 1.326 0.983 -2.450
H 3.065 0.979 -2.834
H 4.318 4.243 -1.004
H 2.653 4.952 -0.999
H 3.255 4.175 -2.478
H 4.860 1.671 -0.720
H 3.723 0.589 0.144
H 4.168 2.100 0.940
H 0.763 6.093 0.396
H -0.769 5.650 1.175
H -0.828 6.461 -0.411
H 0.698 3.740 -3.005
H 1.049 5.408 -2.473
H -0.592 5.000 -3.043
H -2.387 3.198 0.027
H -2.560 4.470 -1.238
H -2.129 2.785 -1.641
H -1.261 3.693 3.067
H -0.975 1.979 3.466
H -1.710 2.404 1.907
H 1.205 5.218 2.300
H 2.550 4.225 2.803
H 1.038 4.411 3.864
H 2.439 2.637 4.336
H 3.681 0.777 5.429
H 3.398 -1.579 4.505
H 2.022 -1.811 2.389
O -1.112 -4.648 -6.116
C 0.016 -4.317 -5.665
O 1.108 -4.450 -6.280
C -0.003 -3.746 -4.272
C -1.158 -3.785 -3.501
C -1.160 -3.215 -2.225
N -0.118 -2.613 -1.692
C 1.049 -2.641 -2.346
C 1.122 -3.166 -3.688
C 2.300 -2.118 -1.595
O 3.379 -2.644 -1.845
O 2.144 -1.113 -0.744
H -2.049 -4.205 -3.952
H -1.988 -3.366 -1.528
H 2.094 -3.036 -4.156
C -5.247 1.009 0.190
O -3.905 0.601 0.543
P -3.077 -0.336 -0.479
O -3.351 0.391 -1.880
C -3.018 -0.297 -3.150
O -3.980 -1.688 -0.642
C -4.376 -2.524 0.477
H -5.383 2.049 0.524
H -5.987 0.360 0.706
H -5.455 0.952 -0.895
H -3.761 -1.060 -3.364
H -3.049 0.458 -3.926
H -1.997 -0.777 -3.042
H -3.568 -3.232 0.771
H -5.270 -3.061 0.123
H -4.673 -1.922 1.378
*
```



(2)
The following is a quantum chemistry calculation of a cluster of 15 separate species, C33H47BBrN17O3 in total, from the OMol25 dataset.

For the LUMO energy, the calculation gives -1.13 eV. The max |F| is 0.069 Eh/bohr.

```
! RIJCOSX wB97M-V def2-TZVPD def2/J DEFGRID3
* xyz 0 1
N -0.542 1.302 0.726
B -1.226 0.075 0.307
O -2.211 0.173 -0.653
C -0.748 -1.297 0.998
C 0.613 -1.651 1.302
N 1.092 -2.715 1.861
N 0.193 -3.629 2.173
C -1.073 -3.454 1.928
C -1.979 -4.651 2.309
O -1.527 -5.762 1.975
O -3.020 -4.446 2.916
C -1.663 -2.311 1.360
Br -3.525 -2.097 1.067
H -0.541 1.934 -0.078
H -1.132 1.776 1.417
H -2.155 -0.596 -1.240
H 1.359 -0.919 1.009
H 0.526 -4.512 2.590
C 1.884 1.795 -2.810
C 1.752 0.963 -1.608
N 1.651 0.309 -0.670
H 1.077 2.522 -2.847
H 2.836 2.321 -2.797
H 1.836 1.166 -3.696
C 4.504 0.041 2.316
C 4.768 1.333 1.668
N 4.951 2.342 1.153
H 5.423 -0.542 2.349
H 4.146 0.202 3.331
H 3.752 -0.514 1.757
C -2.337 0.227 4.601
C -2.123 1.534 3.966
N -1.956 2.556 3.468
H -1.405 -0.331 4.624
H -2.690 0.364 5.618
H -3.080 -0.339 4.038
C -1.656 5.116 -2.253
C -0.697 4.591 -1.283
N 0.062 4.186 -0.521
H -1.921 4.342 -2.969
H -2.556 5.446 -1.736
H -1.220 5.957 -2.788
C 3.876 4.495 -5.841
C 2.609 3.837 -5.508
N 1.625 3.310 -5.237
H 4.642 4.202 -5.125
H 4.190 4.202 -6.841
H 3.746 5.572 -5.809
C 1.011 -5.307 -1.062
C 0.283 -4.139 -1.560
N -0.296 -3.228 -1.953
H 1.565 -5.768 -1.878
H 1.709 -5.001 -0.286
H 0.310 -6.031 -0.646
C 3.992 -5.904 1.367
C 2.954 -5.644 2.370
N 2.148 -5.439 3.162
H 3.713 -5.446 0.419
H 4.939 -5.483 1.699
H 4.107 -6.977 1.225
C -2.243 -0.003 9.441
C -1.538 -0.328 8.196
N -0.982 -0.585 7.224
H -2.552 1.041 9.428
H -3.124 -0.634 9.542
H -1.585 -0.171 10.292
C -4.845 3.160 1.552
C -4.345 3.940 0.417
N -3.950 4.545 -0.475
H -5.933 3.133 1.529
H -4.460 2.144 1.496
H -4.516 3.615 2.484
C -0.948 3.742 -7.368
C -1.777 4.346 -6.321
N -2.422 4.822 -5.498
H -0.515 4.523 -7.991
H -0.146 3.166 -6.910
H -1.557 3.085 -7.987
C 2.325 -2.696 8.794
C 1.541 -2.089 9.874
N 0.932 -1.616 10.723
H 2.736 -1.917 8.155
H 3.141 -3.281 9.215
H 1.688 -3.347 8.199
C -0.485 7.605 -5.307
C 0.666 6.973 -5.958
N 1.565 6.475 -6.471
H -0.145 8.238 -4.489
H -1.027 8.214 -6.029
H -1.153 6.839 -4.918
C -3.717 -4.076 -2.353
C -4.776 -3.851 -3.344
N -5.603 -3.673 -4.119
H -3.281 -5.063 -2.495
H -2.938 -3.324 -2.464
H -4.129 -4.014 -1.347
C 1.914 -3.659 -5.099
C 2.812 -4.225 -4.086
N 3.514 -4.668 -3.293
H 1.615 -4.435 -5.800
H 1.027 -3.251 -4.616
H 2.425 -2.865 -5.641
*
```



(3)
The following is a quantum chemistry calculation of a structure of composition C33H47Br51N2OS2, from the OMol25 dataset.

For the LUMO energy, the calculation gives -0.38 eV. The max |F| is 0.063 Eh/bohr.

```
! RIJCOSX wB97M-V def2-TZVPD def2/J DEFGRID3
* xyz 0 1
C -4.320 -2.061 -0.855
C -3.489 -1.781 -2.140
C -2.043 -1.347 -1.807
C -1.269 -0.867 -3.076
N -0.765 0.508 -3.020
C 0.111 0.744 -1.834
C 1.117 -0.388 -1.566
C 1.870 -0.008 -0.261
C 3.339 -0.477 -0.268
C 4.192 0.568 0.480
C 5.091 1.524 -0.318
N 5.795 2.231 0.780
C 5.773 1.444 1.925
O 6.076 1.800 3.039
C 5.252 0.055 1.468
C -1.768 1.468 -3.052
S -3.163 1.322 -3.898
S -1.582 3.039 -2.186
C -3.130 3.368 -1.289
C -2.924 3.149 0.240
C -4.324 2.821 0.821
H -5.319 -1.648 -1.025
H -4.439 -3.132 -0.696
H -3.903 -1.557 0.018
H -3.439 -2.716 -2.707
H -4.007 -1.039 -2.745
H -2.109 -0.585 -1.026
H -1.555 -2.250 -1.427
H -0.471 -1.592 -3.232
H -1.945 -1.036 -3.913
H -0.446 0.881 -0.904
H 0.718 1.622 -2.059
H 0.614 -1.333 -1.344
H 1.848 -0.529 -2.361
H 1.330 -0.328 0.630
H 1.894 1.089 -0.262
H 3.427 -1.413 0.291
H 3.732 -0.634 -1.275
H 3.525 1.206 1.072
H 4.390 2.173 -0.853
H 5.795 1.083 -1.024
H 5.322 3.119 0.907
H 4.865 -0.535 2.292
H 6.113 -0.371 0.941
H -3.344 4.432 -1.414
H -3.967 2.801 -1.693
H -2.208 2.343 0.417
H -2.555 4.063 0.733
H -4.674 1.924 0.304
H -4.310 2.695 1.903
H -4.973 3.653 0.534
C -5.944 4.807 -4.330
Br -5.646 3.669 -5.850
Br -6.586 3.815 -2.806
Br -4.374 5.844 -3.906
H -6.722 5.505 -4.603
C 7.965 -1.221 5.099
Br 6.758 -2.340 6.118
Br 7.004 0.219 4.173
Br 9.409 -0.547 6.191
H 8.412 -1.853 4.342
C 1.655 -4.435 -4.494
Br 0.356 -4.846 -3.134
Br 1.600 -2.562 -4.915
Br 3.417 -5.020 -3.988
H 1.390 -4.977 -5.393
C 3.111 -3.538 6.957
Br 4.412 -4.692 7.786
Br 2.903 -3.928 5.082
Br 1.423 -3.585 7.886
H 3.488 -2.528 7.032
C 2.579 1.302 -6.054
Br 4.299 0.678 -5.435
Br 2.071 0.462 -7.712
Br 1.215 1.087 -4.702
H 2.678 2.361 -6.252
C -1.073 -7.295 -0.186
Br -1.689 -8.233 1.372
Br -0.816 -8.464 -1.697
Br -2.262 -5.835 -0.617
H -0.108 -6.874 0.058
C -1.376 -1.777 3.593
Br -1.704 -3.444 2.676
Br -0.671 -2.073 5.357
Br -0.242 -0.601 2.566
H -2.330 -1.282 3.707
C -3.762 -3.413 8.369
Br -2.316 -4.551 7.813
Br -3.131 -1.887 9.358
Br -4.869 -2.894 6.879
H -4.383 -3.990 9.040
C 0.118 3.789 3.117
Br -0.680 2.497 4.300
Br 0.835 2.963 1.531
Br -1.102 5.207 2.680
H 0.948 4.236 3.647
C -3.952 5.528 -9.444
Br -4.948 3.971 -9.994
Br -5.111 6.918 -8.784
Br -2.581 5.078 -8.173
H -3.458 5.917 -10.323
C -6.799 3.311 -13.438
Br -7.528 2.080 -12.149
Br -6.122 2.397 -14.992
Br -8.066 4.682 -13.909
H -5.959 3.803 -12.966
C 12.748 -3.241 6.866
Br 11.549 -4.284 7.952
Br 14.593 -3.679 7.213
Br 12.322 -3.388 4.995
H 12.609 -2.206 7.142
C 4.836 -6.463 -7.564
Br 3.816 -7.587 -6.380
Br 3.742 -5.080 -8.341
Br 6.391 -5.736 -6.690
H 5.188 -7.087 -8.373
C 0.833 6.696 -2.389
Br 2.488 5.997 -1.689
Br 0.425 5.970 -4.126
Br -0.621 6.443 -1.154
H 0.965 7.761 -2.512
C -0.753 9.343 3.978
Br 0.592 8.170 4.711
Br -0.931 9.137 2.068
Br -2.443 9.137 4.876
H -0.419 10.355 4.157
C -6.007 -1.737 12.362
Br -7.313 -0.340 12.146
Br -5.960 -2.403 14.167
Br -6.270 -3.157 11.087
H -5.038 -1.303 12.155
C -3.548 -6.527 4.730
Br -4.696 -7.277 6.080
Br -1.754 -7.215 4.845
Br -4.312 -6.738 2.968
H -3.491 -5.464 4.928
*
```



(4)
The following is a quantum chemistry calculation of a structure of composition C33H47CdNP2, from the OMol25 dataset.

The value obtained for the energy relative to the best compared isomer or geometry (same formula, charge and spin) is 61.1 kcal per mole. For the LUMO energy, the calculation gives 0.02 eV. The max |F| is 0.018 Eh/bohr.

```
! RIJCOSX wB97M-V def2-TZVPD def2/J DEFGRID3
* xyz 0 1
Cd 0.978 1.127 1.266
C 0.133 3.552 -3.223
C 1.073 2.836 -2.259
C 1.221 1.360 -2.646
P 0.532 2.959 -0.518
C 0.949 4.634 0.130
C 0.227 4.868 1.453
C 0.834 5.846 -0.791
C -1.275 2.729 -0.481
C -2.166 3.778 -0.728
C -3.535 3.645 -0.598
C -4.474 4.794 -0.827
C -4.008 2.388 -0.202
C -3.164 1.326 0.033
C -1.766 1.445 -0.113
N -0.879 0.433 0.175
C -1.182 -0.910 0.000
C -2.133 -1.377 -0.921
C -2.345 -2.731 -1.131
C -1.629 -3.703 -0.443
C -1.825 -5.169 -0.698
C -0.674 -3.248 0.460
C -0.425 -1.903 0.684
P 0.982 -1.388 1.737
C 2.053 -2.718 2.528
C 3.048 -3.433 1.627
C 1.371 -3.784 3.398
C -0.071 -1.108 3.395
C -0.516 0.323 3.622
C -1.313 -2.000 3.501
H 0.536 3.480 -4.236
H -0.009 4.604 -2.989
H -0.847 3.075 -3.223
H 2.069 3.297 -2.284
H 0.302 0.805 -2.445
H 2.029 0.873 -2.102
H 1.435 1.280 -3.712
H 2.017 4.513 0.363
H -0.838 5.050 1.306
H 0.659 5.731 1.962
H 0.313 4.015 2.134
H -0.198 6.078 -1.052
H 1.394 5.719 -1.717
H 1.242 6.723 -0.285
H -1.772 4.740 -1.036
H -3.988 5.597 -1.382
H -4.831 5.219 0.112
H -5.352 4.483 -1.393
H -5.075 2.243 -0.064
H -3.574 0.380 0.354
H -2.697 -0.667 -1.508
H -3.081 -3.033 -1.868
H -2.720 -5.348 -1.293
H -1.931 -5.730 0.233
H -0.980 -5.600 -1.240
H -0.076 -3.985 0.983
H 2.630 -2.077 3.212
H 2.559 -3.992 0.829
H 3.611 -4.146 2.233
H 3.765 -2.762 1.167
H 0.846 -4.525 2.793
H 0.677 -3.401 4.135
H 2.149 -4.325 3.940
H 0.637 -1.351 4.194
H -1.175 0.678 2.819
H 0.326 1.020 3.727
H -1.094 0.415 4.546
H -2.092 -1.639 2.827
H -1.721 -1.974 4.517
H -1.145 -3.041 3.239
C 2.127 -1.175 0.012
C 2.362 -2.144 -1.119
C 3.657 -2.568 -1.432
C 3.905 -3.441 -2.479
C 2.855 -3.905 -3.260
C 1.569 -3.460 -2.990
C 1.324 -2.587 -1.940
H 1.596 -0.334 -0.444
H 3.080 -0.804 0.410
H 4.486 -2.203 -0.838
H 4.920 -3.754 -2.689
H 3.039 -4.589 -4.076
H 0.745 -3.788 -3.611
H 0.315 -2.242 -1.770
*
```